{"formula": "C32H28AsFIN4O2S5Ti", "method": "the ωB97M-V functional and the def2-TZVPD basis", "charge": -1, "homo_ev": -5.02, "gap_ev": 6.872, "species": ["Ti", "S", "C", "S", "C", "C", "N", "C", "N", "I", "N", "C", "O", "C", "C", "C", "N", "C", "C", "H", "H", "H", "H", "H", "H", "C", "As", "C", "C", "C", "C", "C", "C", "C", "C", "H", "H", "H", "H", "H", "H", "H", "H", "H", "H", "H", "H", "H", "F", "O", "C", "C", "C", "C", "C", "S", "C", "C", "C", "C", "S", "C", "C", "C", "C", "S", "H", "H", "H", "H", "H", "H", "H", "H", "H"], "coordinates": [[0.37464, -0.50781, -0.22018], [-1.45281, 2.37637, 1.75870], [-2.33814, 1.18775, 0.99667], [-1.76514, -0.48916, 0.92055], [-3.58163, 1.40802, 0.36336], [-4.13034, 2.69843, 0.23010], [-4.57665, 3.74913, 0.04976], [-4.20862, 0.38730, -0.40231], [-4.68037, -0.42756, -1.07537], [2.20950, -0.70707, -2.30125], [-3.02547, 5.30312, -2.56730], [-1.81203, 4.94031, -3.02707], [-1.15228, 5.59556, -3.81550], [-1.31959, 3.61475, -2.50486], [-2.11148, 2.47665, -2.53148], [-1.60871, 1.29945, -2.00459], [-0.38473, 1.19238, -1.48315], [0.38774, 2.28843, -1.50450], [-0.03323, 3.49969, -2.00233], [-3.38225, 6.19914, -2.85263], [-3.47858, 4.83132, -1.79632], [-3.11428, 2.49037, -2.93625], [-2.23110, 0.41606, -1.98391], [1.38751, 2.17766, -1.11552], [0.63080, 4.35270, -1.99035], [-2.36310, -3.22485, -0.82512], [-1.12749, -2.15719, -1.89250], [0.00081, -3.64974, -2.47154], [-2.26569, -1.91279, -3.52561], [-2.57361, -3.19130, -4.22793], [-1.74132, -3.67119, -5.23926], [-1.99852, -4.88433, -5.85822], [-3.09494, -5.64622, -5.47694], [-3.94332, -5.16869, -4.48775], [-3.68753, -3.95178, -3.87285], [-2.64325, -4.14162, -1.34205], [-3.25482, -2.64101, -0.60097], [-1.86824, -3.47355, 0.11338], [-0.60937, -4.51263, -2.73250], [0.65481, -3.89960, -1.63676], [0.62330, -3.36509, -3.31661], [-1.72781, -1.22356, -4.17685], [-3.17740, -1.43274, -3.16601], [-0.88517, -3.07941, -5.54372], [-1.34056, -5.23690, -6.64335], [-3.29377, -6.59597, -5.95712], [-4.81078, -5.74633, -4.19199], [-4.36713, -3.57157, -3.11842], [0.66718, -2.14077, 0.38409], [1.37222, 0.42179, 0.80356], [2.35064, 0.44984, 1.83361], [2.51234, 1.87063, 2.34746], [2.74644, 2.29795, 3.61736], [2.91726, 3.70769, 3.69947], [2.80334, 4.31853, 2.49151], [2.48220, 3.19298, 1.24348], [3.67033, -0.06428, 1.25508], [3.91717, -1.33800, 0.84016], [5.23244, -1.50977, 0.33881], [5.95941, -0.36226, 0.38749], [5.05196, 0.93876, 1.03124], [1.94832, -0.44847, 2.99924], [0.69780, -0.71965, 3.44945], [0.69173, -1.57558, 4.58582], [1.94222, -1.91733, 4.98951], [3.14455, -1.22754, 3.97826], [2.79488, 1.63572, 4.46948], [3.11270, 4.23822, 4.62116], [2.88087, 5.36727, 2.25131], [3.17693, -2.12463, 0.87938], [5.61266, -2.44931, -0.03766], [6.98006, -0.18718, 0.08508], [-0.19281, -0.30570, 3.00349], [-0.21209, -1.91958, 5.06923], [2.23292, -2.54004, 5.82122]], "atomic_forces_ev_per_a": [[-1.5220, -0.2378, -1.5030], [-0.0107, -0.0460, -0.0677], [-0.0505, 0.3346, 0.0257], [0.1096, -0.0920, -0.0858], [0.1505, -0.4727, -0.0485], [-0.0157, 0.2898, -0.0027], [0.0348, 0.0994, -0.1383], [0.0113, -0.0403, 0.0169], [-0.0206, 0.0587, -0.0053], [0.0583, -0.0010, -0.0765], [-0.1956, 0.0680, 0.0341], [0.1512, -0.1237, -0.0687], [-0.0384, -0.0165, 0.1200], [-0.0987, -0.1240, -0.0402], [0.0859, 0.0626, 0.0450], [-0.0873, -0.0837, -0.0558], [-0.1737, 0.2991, 0.1624], [0.1196, -0.0194, -0.0341], [0.0641, 0.1301, -0.0524], [0.0255, 0.0107, -0.0044], [-0.0112, -0.1000, 0.1004], [-0.0254, 0.0125, 0.0497], [0.0360, -0.0224, 0.0398], [0.0238, -0.0460, 0.0335], [0.0002, -0.0085, 0.0048], [-0.1091, 0.0789, 0.1017], [-0.3601, -0.9863, -0.5543], [0.0623, 0.0721, 0.0250], [0.2067, 0.1693, 0.2863], [-0.0096, -0.0891, -0.0409], [-0.0318, 0.0342, 0.0049], [0.0097, -0.0262, -0.0250], [-0.0076, 0.0385, -0.0071], [-0.0002, -0.0343, 0.0138], [-0.0241, 0.0501, -0.0136], [0.0868, 0.0017, -0.0810], [0.0354, 0.0453, -0.0051], [0.0292, 0.0048, -0.0045], [-0.0533, 0.0156, -0.0094], [-0.0029, 0.0370, 0.0206], [-0.0032, 0.0471, -0.0014], [-0.0087, 0.0445, -0.0045], [0.0181, 0.0665, 0.0099], [0.0138, -0.0219, 0.0222], [0.0017, 0.0029, 0.0156], [0.0000, 0.0018, 0.0041], [0.0014, 0.0146, -0.0109], [0.0357, -0.0188, 0.0259], [0.0984, -0.6036, 0.2692], [1.2507, 0.9403, 1.5288], [0.7025, -0.0500, 0.4508], [-0.2228, 0.0596, -0.3688], [0.0049, 0.0513, 0.0362], [0.0473, 0.0178, 0.0860], [-0.0014, -0.0313, -0.2145], [-0.0172, -0.0046, 0.1887], [-0.1011, 0.1595, 0.0066], [0.0341, -0.0068, -0.0224], [-0.0022, -0.1297, -0.0042], [-0.0203, 0.2829, 0.0900], [-0.0587, -0.1582, -0.0383], [0.0792, -0.1240, -0.1699], [-0.0861, 0.1433, 0.1386], [-0.0672, 0.0185, 0.0120], [0.1824, 0.0835, -0.0122], [-0.1725, -0.0659, -0.0738], [-0.0217, -0.0180, -0.0324], [-0.0237, -0.0179, -0.0224], [-0.0294, -0.0093, 0.0810], [-0.0245, 0.0122, 0.0145], [-0.0056, 0.0416, -0.0164], [-0.0214, -0.0993, -0.0283], [-0.0300, 0.0128, -0.0951], [0.0225, 0.0205, 0.0022], [-0.0273, -0.0051, -0.0269]]}